#i
A structure of composition C41H43N11Sn. Source: the Open Molecules 2025 dataset; level of theory: wB97M-V/def2-TZVPD.

Last column: Löwdin charge in e.
Geometry (Å):
Sn -9.64767 0.40542 17.00511  1.280
C -10.56781 4.40634 22.08431  -0.043
C -9.98277 3.23393 21.28866  -0.245
C -10.02408 1.93356 21.77651  -0.068
C -9.51853 0.88787 21.04066  -0.015
C -8.90197 1.05527 19.77161  -0.306
N -8.60042 -0.02859 18.97742  -0.092
C -8.15610 -1.23086 19.56884  -0.240
C -7.06950 -1.15769 20.45358  -0.016
C -6.48528 -2.27960 20.99624  -0.045
C -6.92180 -3.55951 20.70345  -0.305
C -6.19636 -4.81853 21.11342  -0.050
C -8.05789 -3.69983 19.95617  0.006
C -8.65378 -2.53171 19.45149  -0.133
N -9.87861 -2.79933 18.73481  -0.094
C -10.94586 -3.42272 19.24465  -0.060
C -11.89878 -3.45086 18.24335  -0.083
C -11.31080 -2.81716 17.19231  -0.181
N -10.08296 -2.38801 17.47630  0.019
C -8.76534 2.37758 19.32626  -0.204
C -9.35290 3.40975 20.03136  0.005
N -7.84544 2.69237 18.31045  -0.067
C -6.87269 3.63334 18.23474  -0.050
C -6.29619 3.58879 16.97862  -0.023
C -7.07329 2.59091 16.31001  -0.121
N -8.00919 2.09419 17.10344  -0.037
H -10.64649 5.27976 21.47889  0.058
H -11.52188 4.15734 22.53458  0.068
H -9.92738 4.68967 22.92530  0.079
H -10.35642 1.74599 22.79056  0.113
H -9.53556 -0.08223 21.48805  0.108
H -6.58071 -0.19162 20.58380  0.128
H -5.59754 -2.16575 21.67853  0.133
H -6.36487 -5.17002 22.13884  0.081
H -6.46151 -5.62118 20.41353  0.078
H -5.13093 -4.60152 21.03059  0.075
H -8.40580 -4.69209 19.64920  0.134
H -11.01872 -3.67433 20.27163  0.121
H -12.90855 -3.83485 18.33523  0.102
H -11.74031 -2.64571 16.22476  0.110
H -9.24231 4.42944 19.63950  0.115
H -6.59129 4.27133 19.07998  0.135
H -5.55544 4.24668 16.54497  0.097
H -7.10398 2.39884 15.25150  0.108
C -4.60149 -2.16258 16.62596  -0.080
C -4.58629 -1.00934 15.79006  -0.085
C -5.77518 -0.43074 15.37153  -0.050
C -7.01973 -1.00736 15.74059  -0.315
C -6.99805 -2.05732 16.64556  -0.053
C -5.83843 -2.65696 17.07172  -0.080
N -8.21788 -0.36282 15.38499  -0.095
C -8.46760 -0.24731 14.04478  -0.241
C -7.79812 -1.04864 13.08901  -0.021
C -8.10503 -0.90600 11.78415  -0.068
C -9.06442 0.02934 11.30332  -0.111
C -9.68401 0.85403 12.15908  -0.044
C -9.40542 0.71268 13.55296  -0.202
N -9.92630 1.60452 14.51305  -0.007
N -10.82485 2.38628 14.10650  0.058
C -11.37610 3.15259 15.11800  -0.338
C -12.78807 3.39342 15.09756  -0.003
C -13.31123 4.15538 16.11451  -0.080
C -12.47909 4.61586 17.11854  -0.077
C -11.14551 4.29271 17.09239  -0.134
N -10.55081 3.61057 16.08474  0.115
H -3.68944 -2.67494 17.00034  0.101
H -3.65889 -0.51403 15.48270  0.099
H -5.71921 0.45947 14.73279  0.112
H -7.92881 -2.46992 16.92801  0.063
H -5.87659 -3.45889 17.75401  0.083
H -7.10807 -1.71272 13.42570  0.081
H -7.62985 -1.48287 11.00826  0.102
H -9.25158 0.12456 10.24519  0.095
H -10.36299 1.64163 11.84202  0.103
H -13.29644 2.94780 14.28662  0.092
H -14.36144 4.44628 16.06372  0.111
H -12.84537 5.19370 17.95182  0.101
H -10.41865 4.56846 17.85500  0.084
C -15.71257 0.57218 20.44815  -0.058
C -14.27037 0.25517 20.85988  -0.625
C -13.96635 1.05959 22.14271  -0.058
C -14.11213 -1.25597 21.12411  -0.047
N -13.31952 0.79417 19.84464  -0.077
N -13.23425 0.10253 18.61067  0.013
H -16.43808 0.23664 21.20555  0.084
H -15.93972 0.07401 19.53017  0.059
H -15.80360 1.68921 20.33506  0.099
H -14.70839 0.78559 22.89654  0.080
H -14.09074 2.11596 21.89200  0.078
H -12.96906 0.87717 22.58359  0.074
H -14.89057 -1.54128 21.82371  0.077
H -13.15973 -1.47291 21.66703  0.092
H -14.18381 -1.77658 20.19717  0.046
H -12.38291 0.85176 20.22283  0.084
H -13.97916 0.34856 17.99204  0.064
H -13.23630 -0.88712 18.75362  0.027

For the LUMO energy, the calculation gives -0.2 eV. The calculation puts the HOMO-LUMO gap at 6.66 eV. The HOMO energy comes out at -6.819 eV.

#ii
A structure of composition C41H43N11Sn. Source: the Open Molecules 2025 dataset; level of theory: wB97M-V/def2-TZVPD.

Last column: Löwdin charge in e.
Geometry (Å):
Sn 0.42111 0.17532 -0.51900  1.197
C 3.93619 5.09963 3.06375  -0.052
C 3.57144 3.75326 2.58851  -0.308
C 3.05118 2.82359 3.47101  -0.044
C 2.55016 1.63909 3.01669  -0.034
C 2.50195 1.30564 1.68632  -0.246
N 1.73246 0.19225 1.20253  -0.131
C 1.71463 -0.97916 2.09888  -0.249
C 2.84897 -1.80707 2.24095  -0.024
C 2.86091 -2.97407 2.92483  -0.039
C 1.74376 -3.33511 3.67732  -0.288
C 1.74873 -4.47351 4.63009  -0.050
C 0.64126 -2.53651 3.67947  0.031
C 0.58679 -1.36017 2.82646  -0.129
N -0.63770 -0.64202 2.73757  -0.093
C -1.42863 -0.26265 3.79449  -0.048
C -2.55086 0.30637 3.21002  -0.038
C -2.27708 0.28286 1.80411  -0.147
N -1.16138 -0.31752 1.52291  0.014
C 3.15339 2.19382 0.83202  -0.149
C 3.59901 3.39958 1.26410  0.003
N 3.18138 1.96064 -0.56556  -0.069
C 4.22468 2.21422 -1.37942  -0.026
C 3.89270 1.66589 -2.62453  -0.039
C 2.60674 1.16343 -2.47222  -0.130
N 2.20948 1.35480 -1.19811  -0.090
H 5.00043 5.29870 2.79335  0.096
H 3.64294 5.24024 4.10687  0.083
H 3.45263 5.84386 2.44059  0.069
H 3.03114 3.11631 4.50326  0.110
H 2.04680 0.84600 3.60674  0.130
H 3.75545 -1.41661 1.79139  0.120
H 3.73100 -3.59307 2.86235  0.112
H 1.65043 -5.40937 4.14083  0.070
H 0.86099 -4.37399 5.24338  0.071
H 2.61927 -4.49813 5.29633  0.090
H -0.24825 -2.80519 4.21482  0.110
H -1.12827 -0.41052 4.88110  0.150
H -3.38848 0.72479 3.72879  0.086
H -2.89973 0.70959 1.08111  0.085
H 3.88382 4.17208 0.51072  0.148
H 5.15328 2.56852 -0.94295  0.131
H 4.44276 1.57802 -3.53234  0.089
H 1.91746 0.60195 -3.13421  0.082
C 0.35331 5.63099 1.56867  -0.101
C 0.20363 4.50214 2.34213  -0.075
C 0.05043 3.23751 1.73119  -0.005
C -0.15482 3.19090 0.33491  -0.341
C 0.11777 4.27055 -0.45542  -0.038
C 0.32046 5.49560 0.17213  -0.071
N -0.62483 2.10076 -0.39655  -0.114
C -1.92635 2.15729 -0.87372  -0.275
C -2.87680 3.00638 -0.24244  -0.039
C -4.17778 3.13246 -0.63375  -0.094
C -4.72678 2.27429 -1.57848  -0.099
C -3.78916 1.53200 -2.24367  -0.053
C -2.42352 1.48851 -1.98682  -0.232
N -1.47519 0.71942 -2.69664  0.012
N -1.89400 0.07506 -3.66073  0.070
C -0.87006 -0.77002 -4.33275  -0.269
C -1.29527 -1.45859 -5.50116  -0.013
C -0.37746 -2.34681 -6.09708  -0.061
C 0.86329 -2.58321 -5.46864  -0.049
C 1.20501 -1.80599 -4.32670  -0.151
N 0.35522 -0.96857 -3.78507  0.064
H 0.44258 6.61465 1.95325  0.086
H 0.30305 4.48459 3.39590  0.094
H -0.00869 2.44287 2.42787  0.091
H -0.06876 4.21597 -1.50284  0.118
H 0.47388 6.41526 -0.39351  0.100
H -2.52256 3.70154 0.46324  0.098
H -4.82792 3.81507 -0.03838  0.120
H -5.78153 2.28298 -1.84468  0.102
H -4.10622 0.93402 -3.12318  0.112
H -2.33166 -1.45102 -5.82285  0.105
H -0.58945 -2.88370 -7.00298  0.096
H 1.64006 -3.19958 -5.86361  0.087
H 2.16633 -1.95523 -3.86733  0.103
C -2.64822 -2.89863 -2.04565  -0.061
C -2.69033 -4.33905 -1.58748  -0.630
C -4.14165 -4.67158 -1.35593  -0.066
C -2.07827 -5.34667 -2.58805  -0.056
N -2.00870 -4.50192 -0.25484  -0.102
N -0.65626 -4.10646 -0.11733  -0.020
H -3.09407 -2.70946 -3.01905  0.078
H -1.59061 -2.42789 -2.10928  0.080
H -3.20210 -2.27986 -1.37422  0.066
H -4.58324 -4.70955 -2.30187  0.058
H -4.61482 -3.89867 -0.71064  0.094
H -4.21582 -5.65765 -0.79867  0.103
H -2.56415 -5.39340 -3.57886  0.081
H -2.08725 -6.39569 -2.20846  0.087
H -1.03285 -5.14438 -2.78716  0.054
H -2.05861 -5.44411 0.10775  0.095
H -0.54467 -3.07910 -0.06281  0.033
H -0.07955 -4.32983 -0.96307  0.071

For the LUMO energy, the calculation gives -0.3 eV. The calculation puts the HOMO-LUMO gap at 6.90 eV. The HOMO energy comes out at -7.170 eV.

#i is the most stable structure; the next one sits 88.2 kJ/mol above it.

#i
An isolated molecule of C4H5NO2. Source: the Open Molecules 2025 dataset; level of theory: wB97M-V/def2-TZVPD.

Last column: Löwdin charge in e.
Geometry (Å):
O 1.77210 1.59149 0.64471  0.087
C 2.01313 0.43242 0.40529  -0.140
C 0.97340 -0.59974 0.02237  -0.445
O 1.27213 -1.71095 -0.37244  0.088
N -0.28819 -0.23616 0.25245  -0.055
C -1.48422 -0.65988 -0.36748  -0.064
C -1.22266 0.79076 0.01741  -0.060
H 3.02254 0.00416 0.41832  0.126
H -1.96812 -1.39075 0.27142  0.114
H -1.46242 -0.94248 -1.42391  0.120
H -0.97905 1.49031 -0.78046  0.118
H -1.64863 1.23082 0.91231  0.112

For the LUMO energy, the calculation gives -0.2 eV. The calculation puts the HOMO-LUMO gap at 9.75 eV. Its SMILES is O=CC(=O)N1CC1. The HOMO energy comes out at -9.919 eV.

#ii
An isolated molecule of C4H5NO2. Source: the Open Molecules 2025 dataset; level of theory: wB97M-V/def2-TZVPD.

Last column: Löwdin charge in e.
Geometry (Å):
O 0.79230 -2.37731 0.12742  0.072
C 0.95395 -1.32475 -0.43908  -0.185
C -0.17316 -0.31014 -0.59699  -0.281
C -0.98067 -0.00998 0.65087  -0.143
N -0.28204 1.15718 1.25974  0.090
C 0.37617 1.64508 0.29327  -0.198
O 0.37036 0.97257 -0.92507  -0.036
H 1.92168 -1.05066 -0.91429  0.137
H -0.87688 -0.70881 -1.33206  0.160
H -1.96927 0.34973 0.33820  0.123
H -1.09859 -0.90617 1.26821  0.122
H 0.96616 2.56326 0.26977  0.137

For the LUMO energy, the calculation gives 0.7 eV. The calculation puts the HOMO-LUMO gap at 10.63 eV. Its SMILES is O=C[C@H]1CN=CO1. The HOMO energy comes out at -9.968 eV.

#ii is the most stable structure; the next one sits 75.3 kJ/mol above it.